78
Properties=species:S:1:pos:R:3 method="wB97M-V/def2-TZVPD" e_above_lowest_kj_mol=112.1 smiles="O=C1C=C(O)C(=O)C=C1O.O=C1C=C(O)C(=O)C=C1O.CC(C)=O.CC(C)=O.CC(C)=O.CC(C)=O.CC(C)=O" gap_ev=6.56 molar_mass_g_mol=570.59 e_homo_ha=-0.3404
C -7.141 -2.259 -2.309
C -5.676 -1.869 -2.020
C -5.095 -2.463 -0.897
O -3.939 -2.121 -0.535
C -5.819 -3.455 -0.063
C -7.365 -3.688 -0.360
C -7.998 -3.067 -1.423
O -9.254 -2.889 -1.460
O -7.968 -4.848 0.192
O -4.930 -1.043 -2.840
H -7.730 -1.695 -3.125
H -5.215 -4.072 0.466
H -7.200 -5.194 0.643
H -4.014 -1.233 -2.669
C 1.169 -1.545 1.096
C 0.065 -1.159 0.271
C -0.461 0.112 0.179
O -1.424 0.448 -0.494
C 0.256 1.186 0.984
C 1.305 0.742 1.998
C 1.965 -0.507 1.810
O 2.999 -0.936 2.451
O 1.657 1.653 3.068
O -0.756 -2.132 -0.514
H 1.521 -2.616 1.048
H -0.405 2.179 1.104
H 1.220 2.445 3.002
H -1.642 -1.812 -0.706
C 1.982 0.992 -2.047
C 3.054 1.047 -1.058
O 3.746 0.106 -0.777
C 3.331 2.390 -0.455
H 1.357 1.730 -1.628
H 1.643 0.002 -2.110
H 2.306 1.392 -2.999
H 3.842 2.479 0.612
H 2.434 3.052 -0.328
H 4.127 2.895 -0.971
C 3.794 4.110 3.641
C 4.698 3.036 4.325
O 4.759 3.166 5.585
C 5.314 1.975 3.427
H 3.904 4.073 2.397
H 4.153 5.158 3.752
H 2.667 4.090 3.724
H 6.137 1.675 3.928
H 5.664 2.541 2.664
H 4.672 1.179 2.846
C -2.640 4.282 2.534
C -1.423 4.451 3.359
O -0.254 4.003 3.269
C -1.761 5.566 4.565
H -3.507 4.030 2.875
H -2.532 3.488 1.838
H -2.661 5.142 1.763
H -1.558 6.507 4.285
H -1.069 5.579 5.428
H -2.686 5.394 4.936
C -1.831 -1.795 -5.790
C -1.183 -1.549 -4.358
O -1.681 -0.772 -3.570
C 0.057 -2.285 -4.212
H -1.327 -0.994 -6.364
H -2.764 -1.391 -5.823
H -1.792 -2.736 -6.300
H 0.392 -2.181 -3.105
H 0.797 -1.823 -4.795
H 0.035 -3.175 -4.785
C 4.980 -3.333 -0.304
C 3.767 -4.014 -0.774
O 3.644 -5.228 -0.674
C 2.732 -3.321 -1.491
H 5.622 -3.018 -1.059
H 5.703 -3.936 0.287
H 4.363 -2.480 0.273
H 2.635 -2.207 -1.498
H 1.731 -3.783 -1.315
H 2.504 -3.678 -2.626

=====

76
Properties=species:S:1:pos:R:3 method="wB97M-V/def2-TZVPD" e_above_lowest_kj_mol=340.2 total_charge=+2 spin_multiplicity=2 gap_ev="4.96 / 4.76" molar_mass_g_mol=694.77 e_homo_ha="-0.5219 / -0.5176"
Ir -0.366 -0.216 0.012
C 2.357 -1.650 1.886
C 1.115 -0.822 1.994
C -0.109 -1.360 2.486
C -0.246 -2.836 2.725
C -1.158 -0.494 2.862
C -2.346 -0.986 3.629
C -1.061 0.887 2.562
C -2.246 1.772 2.782
C 0.159 1.438 2.106
C 0.374 2.918 2.080
C 1.248 0.584 1.801
C 2.573 1.164 1.411
H 2.723 -1.685 0.861
H 2.224 -2.663 2.245
H 3.135 -1.187 2.492
H 0.124 -3.084 3.720
H 0.321 -3.416 2.003
H -1.280 -3.162 2.666
H -3.218 -1.078 2.980
H -2.597 -0.292 4.430
H -2.167 -1.954 4.081
H -2.198 2.240 3.766
H -3.176 1.214 2.728
H -2.279 2.562 2.034
H 0.438 3.293 1.060
H 1.312 3.153 2.578
H -0.414 3.453 2.595
H 3.185 1.327 2.300
H 2.460 2.120 0.912
H 3.115 0.495 0.750
B -3.240 2.002 -1.074
N -1.815 2.328 -1.466
C -1.489 3.364 -2.267
C -0.118 3.505 -2.268
C 0.337 2.492 -1.422
N -0.700 1.799 -0.954
N -3.487 0.600 -0.541
C -4.720 0.061 -0.543
C -4.660 -1.196 0.022
C -3.317 -1.356 0.357
N -2.630 -0.260 0.021
H -3.936 2.171 -2.022
H -3.603 2.798 -0.250
H -2.234 3.937 -2.782
H 0.471 4.233 -2.787
H 1.340 2.235 -1.149
H -5.558 0.584 -0.953
H -5.464 -1.889 0.149
H -2.841 -2.200 0.820
C 1.350 0.520 -4.160
Si 2.176 -0.430 -2.711
C 4.003 0.217 -2.626
C 2.446 -2.286 -3.245
O 1.445 -0.377 -1.331
H 1.789 0.229 -5.109
H 1.494 1.590 -4.044
H 0.283 0.327 -4.207
H 4.434 0.151 -3.617
H 4.587 -0.381 -1.939
H 4.000 1.251 -2.305
H 3.223 -2.341 -3.993
H 1.517 -2.668 -3.650
H 2.734 -2.865 -2.378
N -2.762 -5.574 -4.964
C -2.360 -4.803 -4.223
C -1.862 -3.828 -3.316
C -2.074 -2.469 -3.555
C -1.584 -1.554 -2.644
N -0.925 -1.913 -1.544
C -0.702 -3.204 -1.324
C -1.148 -4.199 -2.177
H -2.620 -2.147 -4.427
H -1.727 -0.494 -2.796
H -0.145 -3.456 -0.432
H -0.956 -5.238 -1.963

=====

85
Properties=species:S:1:pos:R:3 method="wB97M-V/def2-TZVPD" smiles="C=CC[C@@](C#N)(CCCCOC(C)=O)[C@H](C#N)B(O)OCC.O=C1OCCO1.O=C1OCCO1.O=C1OCCO1.O=C1OCCO1" gap_ev=8.24 molar_mass_g_mol=658.42 e_homo_ha=-0.3027
C 1.879 1.849 0.624
C 2.929 1.015 0.406
C 3.131 -0.330 1.073
C 3.069 -1.566 0.135
C 3.782 -1.136 -1.094
N 4.306 -0.808 -2.082
C 3.865 -2.768 0.645
C 5.334 -2.415 1.032
C 6.326 -3.451 0.499
C 6.422 -4.644 1.478
O 6.247 -5.899 0.827
C 4.952 -6.267 0.624
C 3.931 -6.256 1.739
O 4.626 -6.662 -0.469
C 1.616 -1.937 -0.347
C 0.565 -1.145 0.290
N -0.170 -0.557 0.980
B 1.173 -3.479 -0.151
O 1.031 -4.073 1.064
O 0.898 -4.266 -1.238
C 2.043 -4.909 -1.823
C 2.795 -4.058 -2.847
H 0.870 1.567 0.366
H 1.987 2.843 1.024
H 3.707 1.364 -0.266
H 2.459 -0.434 1.918
H 4.117 -0.231 1.510
H 3.967 -3.539 -0.114
H 3.425 -3.202 1.537
H 5.590 -1.408 0.718
H 5.380 -2.389 2.119
H 6.019 -3.811 -0.479
H 7.300 -2.984 0.408
H 7.427 -4.647 1.884
H 5.756 -4.502 2.324
H 4.221 -5.710 2.629
H 3.008 -5.854 1.335
H 3.727 -7.281 2.028
H 1.536 -1.738 -1.408
H 1.383 -3.537 1.779
H 2.702 -5.287 -1.046
H 1.662 -5.784 -2.335
H 3.819 -3.865 -2.537
H 2.328 -3.094 -3.014
H 2.872 -4.556 -3.806
C -0.374 4.705 -3.152
C -0.932 3.312 -2.986
O -0.392 2.913 -1.720
C -0.111 4.037 -1.019
O 0.190 4.050 0.130
O -0.220 5.136 -1.797
H -1.043 5.368 -3.694
H 0.605 4.710 -3.636
H -2.021 3.304 -2.923
H -0.616 2.631 -3.773
C -5.068 4.159 0.682
C -3.565 4.137 0.837
O -3.119 4.310 -0.512
C -4.102 4.924 -1.205
O -3.977 5.356 -2.305
O -5.245 4.981 -0.482
H -5.577 4.591 1.540
H -5.485 3.171 0.480
H -3.191 4.965 1.440
H -3.193 3.203 1.251
C -6.874 8.358 0.178
C -8.325 8.587 -0.177
O -9.008 7.967 0.916
C -8.164 7.940 1.979
O -8.478 7.641 3.080
O -6.909 8.301 1.607
H -6.225 9.161 -0.161
H -6.495 7.408 -0.204
H -8.588 9.647 -0.203
H -8.608 8.129 -1.121
C -2.477 -3.868 1.592
C -2.971 -2.556 1.030
O -3.600 -2.961 -0.191
C -3.951 -4.266 -0.068
O -4.636 -4.853 -0.836
O -3.416 -4.806 1.056
H -2.483 -3.893 2.679
H -1.479 -4.128 1.238
H -3.719 -2.083 1.672
H -2.171 -1.846 0.840

=====

76
Properties=species:S:1:pos:R:3 method="wB97M-V/def2-TZVPD" total_charge=+1 gap_ev=7.39 molar_mass_g_mol=512.44 e_homo_ha=-0.3636
C -1.819 2.441 -2.188
C -0.573 1.430 -2.287
C -0.519 0.304 -1.144
N -0.806 0.790 0.235
C 0.149 1.811 0.693
C -0.267 3.320 0.880
O -1.610 3.794 0.617
C 0.725 4.426 1.388
C 2.181 4.063 1.750
C 2.609 2.577 1.577
C 1.646 1.477 1.073
B 2.253 -0.052 0.990
O 3.461 -0.330 0.257
O 1.564 -1.111 1.712
C 1.572 -0.790 3.142
C 4.126 2.540 2.061
O 4.932 1.583 2.045
N 4.411 3.895 2.546
C 5.340 4.045 3.704
O 4.876 4.930 4.738
C 3.921 4.312 5.597
C 3.987 2.878 6.173
C 2.890 2.313 7.150
C 1.682 3.197 7.608
C 1.591 4.654 7.023
C 2.692 5.190 6.043
C 3.395 4.921 2.319
O 3.451 6.172 2.475
H -2.612 2.136 -1.422
H -1.382 3.470 -1.895
H -2.287 2.601 -3.229
H -0.697 0.860 -3.290
H 0.447 1.966 -2.386
H 0.466 -0.266 -1.265
H -1.358 -0.456 -1.401
H -0.899 0.007 0.899
H -2.154 3.281 1.269
H 0.361 5.503 1.488
H 3.734 -1.227 0.567
H 0.726 -0.042 3.362
H 1.410 -1.773 3.706
H 2.612 -0.382 3.414
H 5.635 3.000 4.053
H 6.309 4.521 3.286
H 4.850 2.179 5.903
H 3.020 1.240 7.522
H 0.893 2.798 8.348
H 0.712 5.306 7.375
H 2.560 6.272 5.695
C -4.121 -6.807 -4.596
C -2.751 -6.214 -4.894
C -2.166 -5.292 -3.830
N -2.957 -4.014 -3.500
C -3.818 -4.257 -2.276
C -1.966 -2.881 -3.183
C -1.611 -2.324 -4.544
C -2.920 -2.353 -5.310
C -3.784 -3.420 -4.645
H -4.895 -6.048 -4.478
H -4.428 -7.452 -5.423
H -4.092 -7.415 -3.687
H -2.761 -5.710 -5.866
H -2.051 -7.049 -5.016
H -1.172 -4.983 -4.163
H -2.023 -5.832 -2.889
H -3.165 -4.525 -1.444
H -4.519 -5.062 -2.492
H -4.359 -3.339 -2.039
H -2.492 -2.136 -2.581
H -1.117 -3.283 -2.625
H -0.870 -2.954 -5.045
H -1.193 -1.318 -4.483
H -2.762 -2.568 -6.368
H -3.426 -1.386 -5.252
H -4.111 -4.189 -5.339
H -4.675 -2.962 -4.207

=====

84
Properties=species:S:1:pos:R:3 method="wB97M-V/def2-TZVPD" e_above_lowest_kj_mol=0.0 total_charge=+1 gap_ev=6.90 molar_mass_g_mol=807.51 e_homo_ha=-0.3899
C 0.167 -0.769 1.715
C 0.244 0.499 1.127
C 0.018 0.797 -0.415
C 0.098 2.402 -0.495
I 1.964 3.250 0.158
C -0.454 2.987 -1.841
C -0.700 4.556 -1.715
N -1.431 0.513 -0.668
N -2.274 0.728 0.426
C -3.048 -0.444 0.884
C -3.225 1.835 0.252
C -4.259 1.968 -0.895
O -3.215 2.692 1.102
C -1.707 -0.594 -1.455
N -2.765 -0.760 -2.208
C -3.043 -1.926 -3.056
C -4.077 -2.905 -2.360
O -3.747 -3.719 -1.571
Cl -5.818 -2.714 -2.835
N -0.711 -1.657 -1.521
C 0.374 -1.039 -2.311
Cl -0.129 -0.412 -3.920
C 1.046 0.062 -1.356
O 1.768 0.922 -2.228
N 2.081 -0.757 -0.612
C 3.132 -0.168 -0.354
S 4.576 0.524 -0.405
H -0.696 -1.039 2.369
H 1.020 -1.475 1.567
H 0.432 1.354 1.830
H -0.635 2.733 0.291
H 0.285 2.875 -2.674
H -1.431 2.555 -2.161
H 0.237 5.141 -1.832
H -1.437 4.806 -2.523
H -1.235 4.785 -0.754
H -2.444 -1.355 1.097
H -3.917 -0.699 0.212
H -3.525 -0.151 1.858
H -4.926 2.847 -0.820
H -3.699 2.016 -1.868
H -4.835 1.001 -0.947
H -3.478 -0.019 -2.222
H -3.588 -1.529 -3.955
H -2.150 -2.449 -3.449
H -0.371 -1.895 -0.579
H 1.138 -1.837 -2.499
H 2.275 0.415 -2.885
O 1.300 -4.616 2.679
C 2.448 -4.403 2.405
O 3.033 -3.182 2.523
C 4.376 -3.242 2.011
C 4.764 -4.704 2.078
C 3.434 -5.403 1.847
H 4.377 -2.858 0.987
H 5.028 -2.619 2.621
H 5.536 -4.978 1.360
H 5.135 -4.944 3.078
H 3.228 -5.548 0.785
H 3.374 -6.349 2.381
O 5.203 -0.743 4.450
C 5.529 -1.656 5.155
O 6.373 -2.655 4.765
C 6.459 -3.639 5.810
C 6.051 -2.918 7.077
C 5.044 -1.904 6.563
H 5.784 -4.465 5.565
H 7.477 -4.021 5.866
H 5.653 -3.585 7.842
H 6.913 -2.396 7.500
H 4.034 -2.318 6.522
H 5.060 -0.987 7.148
O -5.156 2.625 -3.366
C -5.034 3.766 -3.732
O -5.203 4.830 -2.916
C -5.096 6.046 -3.678
C -4.305 5.670 -4.914
C -4.723 4.226 -5.136
H -6.103 6.395 -3.917
H -4.593 6.806 -3.082
H -4.501 6.322 -5.764
H -3.235 5.713 -4.696
H -5.628 4.150 -5.742
H -3.920 3.634 -5.573

=====

93
Properties=species:S:1:pos:R:3 method="wB97M-V/def2-TZVPD" gap_ev=1.77 molar_mass_g_mol=899.02 e_homo_ha=-0.2342
C -1.465 -2.139 1.446
O -0.433 -2.998 1.989
C 0.032 -2.540 3.268
C 0.878 -1.180 3.213
C 1.877 -0.979 2.044
N 2.137 -1.969 0.995
C 2.686 0.377 1.959
C 2.453 1.467 3.053
P 3.458 3.068 2.854
N 3.979 3.549 4.291
O 2.433 4.250 2.123
O 4.792 2.707 1.819
C 1.450 1.232 4.234
N 1.127 2.165 5.321
S -0.064 1.356 6.263
N -0.313 -0.170 5.506
C 0.623 -0.120 4.347
H -1.384 -1.037 1.742
H -1.330 -2.168 0.287
H -2.537 -2.486 1.646
H -0.788 -2.446 4.072
H 0.753 -3.358 3.661
H 1.524 -1.718 0.193
H 1.959 -2.934 1.317
H 3.399 0.531 1.075
H 5.022 3.546 4.241
H 1.533 3.845 2.054
H 4.532 3.070 0.938
Al -1.383 0.943 3.932
C 0.231 4.610 -1.158
C 1.242 3.846 -1.984
C 1.714 2.797 -1.006
O 0.608 2.519 -0.127
C -0.397 3.502 -0.325
H -0.494 5.159 -1.753
H 0.747 5.322 -0.503
H 0.743 3.369 -2.831
H 2.051 4.464 -2.370
H 2.542 3.170 -0.393
H 2.033 1.876 -1.499
H -1.257 3.008 -0.867
H -0.760 3.859 0.643
C -6.819 2.116 3.233
C -7.746 2.947 3.853
C -7.331 3.848 4.830
C -5.986 3.924 5.179
C -5.058 3.095 4.555
C -5.475 2.188 3.586
H -7.144 1.412 2.474
H -8.794 2.893 3.576
H -8.055 4.491 5.318
H -5.661 4.629 5.936
H -4.008 3.156 4.827
H -4.752 1.538 3.103
O 2.669 4.875 -4.192
Cl 3.259 5.007 -5.512
O 4.302 4.016 -5.675
O 3.821 6.330 -5.658
O 2.232 4.801 -6.511
O 2.528 6.760 -8.874
H 2.175 5.946 -8.472
H 1.906 6.956 -9.584
F 0.500 5.601 -8.250
C 1.116 -7.117 0.907
C 1.402 -8.387 0.609
C 2.607 -8.744 -0.194
O 2.848 -9.913 -0.431
C 3.460 -7.651 -0.675
C 3.171 -6.383 -0.380
C 1.982 -6.030 0.446
O 1.758 -4.858 0.711
O 3.955 -5.355 -0.824
O 0.606 -9.408 1.028
H 0.246 -6.845 1.490
H 4.321 -7.921 -1.272
H 3.539 -4.541 -0.477
H 1.026 -10.222 0.687
C -3.721 -1.358 -2.876
C -2.239 -1.586 -2.753
O -1.578 -1.098 -1.840
N -1.635 -2.358 -3.693
C -2.238 -3.014 -4.834
H -4.061 -0.724 -2.057
H -3.946 -0.854 -3.819
H -4.253 -2.311 -2.820
H -0.641 -2.467 -3.547
H -2.058 -4.087 -4.748
H -1.754 -2.642 -5.739
H -3.309 -2.831 -4.897
Br -1.974 3.242 -2.136
O 2.864 -4.325 -3.446
H 3.103 -4.726 -2.599
H 2.884 -3.376 -3.270